ORCA calculation (ωB97M-V/def2-TZVPD) on a molecular structure, C44H36OP2Rb.

## Properties
* relative energy (zero: lowest compared OMol25 entry of this formula, charge and spin): 14.7 kcal per mole
* max |F|: 3.046 eV Å⁻¹
* HOMO energy: -0.1139 Eh
* frontier orbital gap: 5.1 eV
* E: -2480.1973 Ha

ORCA input file:
```
! RIJCOSX wB97M-V def2-TZVPD def2/J DEFGRID3
* xyz -1 1
Rb 0.02700 0.50236 0.58848
P 3.00353 -1.57479 -1.38973
P -2.99885 2.71760 1.24658
O -3.25541 -0.33826 -5.96634
C 6.80024 -0.21473 -0.96605
C 4.47861 -3.61755 0.77898
C 4.43823 -0.75408 -0.70857
C -2.96982 5.45125 1.32552
C -3.78281 1.51432 -2.66369
C 3.87447 -3.98868 -2.56523
C -6.09296 2.35090 4.02337
C -3.38473 6.75722 0.96678
C -4.49482 0.50954 4.27372
C -4.68265 4.57926 -0.05893
C 3.63726 -2.61502 -2.68264
C -4.22271 2.20035 2.48281
C 4.42479 -4.74524 -3.58380
C -3.31595 1.73742 -0.28282
C 5.03012 -4.11738 -4.68907
C 4.83105 -2.73342 -4.83629
C -2.73488 -1.06016 4.63779
C -3.87093 -0.42887 -1.26365
C -4.50423 6.97520 0.22642
C 5.37931 1.05874 0.56581
C 3.97260 -0.45886 -4.04498
C -2.47216 0.54229 2.84621
C -3.31035 2.26767 -1.60012
C -5.69071 1.23372 4.70847
C 6.61265 0.82690 -0.01610
C -4.15800 0.16960 -2.47959
C -3.60155 4.31806 0.77424
C -5.31398 2.89122 2.99192
C 4.33196 0.10062 0.46829
C 3.04667 -3.37870 0.87661
C -5.14235 5.86868 -0.29997
C -4.24358 0.18639 -5.85763
C 2.38450 -4.02452 1.96185
C -3.75608 1.01875 3.14482
C 2.32804 -2.71183 -0.12267
C -3.56016 0.37536 -0.14972
C 0.98380 -4.10905 1.94094
C 0.91330 -2.77546 -0.12661
C 5.71446 -1.01877 -1.26900
C 3.26016 0.09576 1.34158
C -3.98526 -0.57586 4.99260
C -1.98626 -0.52360 3.53492
C 4.11363 -1.97626 -3.88059
C 0.26137 -3.51542 0.92889
H -2.91235 3.26995 -1.89584
H -3.47893 -0.15916 0.78460
H -7.10031 2.83321 4.22284
H -4.60376 -0.89315 5.84516
H -5.23651 3.74104 -0.47324
H -4.81480 7.98511 0.02859
H 4.87676 -3.56057 -0.26240
H -2.26634 -1.94321 5.08617
H 7.75334 -0.37630 -1.52973
H 2.92724 -4.54769 2.73976
H 7.46582 1.45516 0.24569
H 3.47055 -4.54820 -1.71448
H -4.71918 -0.35000 -3.29175
H 3.91094 -0.36373 -5.11311
H 5.80593 -1.79169 -1.98527
H 5.01458 -2.89677 1.39265
H -1.04351 -1.00579 3.45153
H 5.45735 -4.79605 -5.47468
H -6.05150 5.96960 -0.87230
H -0.83550 -3.54152 0.82264
H 5.19430 -2.23578 -5.70166
H 0.27596 -2.31089 -0.88489
H 3.09771 -0.02238 -3.54439
H 4.89310 0.05280 -3.61462
H 0.44802 -4.61825 2.73115
H 2.50642 -0.71407 1.29255
H 4.56042 -5.82786 -3.49709
H -2.68958 7.56576 1.20270
H 4.72633 -4.68867 1.03025
H -5.66142 3.89559 2.56109
H 5.17720 1.97359 1.17793
H -3.82105 1.98776 -3.63193
H -2.11080 5.32942 1.98626
H -6.08400 0.93849 5.69665
H -3.82525 -1.47494 -1.14312
H 3.37627 0.67650 2.20848
*
```